*1*
20
Properties=species:S:1:pos:R:3:nbo_charge:R:1 method="wB97M-V/def2-TZVPD" smiles="O=CCCCO.O.O" orbital_gap_ha=0.3678
C -0.35356 -1.37129 -0.67187 -0.059
O 0.03494 -2.30801 0.32571 -0.734
C 0.73232 -0.37428 -1.03714 -0.434
C 0.10368 1.02154 -1.25197 -0.515
C 1.02826 2.17827 -1.00833 0.438
O 2.06686 2.25935 -1.62714 -0.529
H -1.23435 -0.87090 -0.27345 0.168
H -0.81038 -1.89679 -1.52466 0.170
H 0.62230 -2.95881 0.00007 0.478
H 1.21374 -0.69815 -1.95460 0.219
H 1.44995 -0.30571 -0.22463 0.232
H -0.26025 1.21371 -2.26604 0.231
H -0.80674 1.11575 -0.66514 0.227
H 0.77427 3.03307 -0.35608 0.122
H -2.19570 1.36028 2.31289 0.477
H -2.45806 0.17197 1.39157 0.473
O -1.85910 0.91157 1.53778 -0.947
H 0.70366 -1.24159 1.74423 0.487
H 0.23891 -0.39587 2.95621 0.465
O 1.00925 -0.84411 2.59256 -0.969


*2*
20
Properties=species:S:1:pos:R:3:nbo_charge:R:1 method="wB97M-V/def2-TZVPD" smiles=CC(C)(O)O.COO orbital_gap_ha=0.3177
C -1.08583 -0.68144 0.28952 0.578
C -2.30540 -1.57316 0.18198 -0.641
C -0.00561 -1.10902 -1.07585 -0.694
O -0.43269 -0.91877 1.46082 -0.739
O -1.46589 0.62758 0.10951 -0.732
H -0.67974 1.18037 0.25840 0.477
H 0.23570 -0.21159 1.64232 0.491
H -2.99169 -1.30723 0.98517 0.222
H -2.79135 -1.41515 -0.77042 0.217
H 1.04877 -0.85648 -1.08232 0.197
H -0.50285 -0.75281 -1.97419 0.196
H -0.04266 -2.19472 -1.00965 0.197
H -2.02127 -2.61458 0.29381 0.217
C 1.95473 1.87926 -0.64173 -0.270
O 1.33767 0.93911 0.20839 -0.299
O 1.27656 1.47264 1.71120 -0.481
H 2.14963 1.23228 2.05604 0.471
H 3.00227 2.04542 -0.37490 0.180
H 1.41522 2.82840 -0.63137 0.191
H 1.90443 1.42990 -1.63672 0.224


What is the stability order? It is *1*, *2*, from most stable to least stable.


*1*
10
Properties=species:S:1:pos:R:3:nbo_charge:R:1 method="wB97M-V/def2-TZVPD" smiles=C#CCC orbital_gap_ha=0.4096
C -1.85213 -1.47448 0.39328 -0.253
C -0.83738 -0.88028 0.56307 0.000
C 0.64560 1.05254 -0.47518 -0.597
C 0.47194 -0.19405 0.34809 -0.481
H -2.64750 -2.08359 -0.02916 0.242
H 0.33104 1.93693 0.03016 0.205
H 1.68362 1.34929 -0.64978 0.216
H 0.09098 1.07985 -1.39302 0.212
H 0.89942 0.08439 1.34634 0.225
H 1.21441 -0.87060 -0.13379 0.232


*2*
10
Properties=species:S:1:pos:R:3:nbo_charge:R:1 method="wB97M-V/def2-TZVPD" smiles="C=C=CC" orbital_gap_ha=0.3565
C 0.72920 0.12687 -1.57098 -0.630
C -0.36829 -0.16065 -0.55518 -0.327
C -0.31081 -0.06980 0.74050 0.119
C -0.55644 -0.14445 2.01624 -0.543
H 1.01612 -0.72748 -2.20432 0.223
H 1.65228 0.46399 -1.07306 0.221
H 0.41645 0.91808 -2.25190 0.220
H -1.15746 0.58708 2.54161 0.223
H -0.18280 -1.01129 2.54123 0.223
H -1.48921 -0.05584 -0.49622 0.270


*3*
10
Properties=species:S:1:pos:R:3:nbo_charge:R:1 method="wB97M-V/def2-TZVPD" smiles=CC#CC orbital_gap_ha=0.3780
C -1.66169 -0.15291 -0.01911 -0.625
C -0.69554 0.49029 -0.97359 -0.113
C 0.47898 0.43698 -0.67727 0.094
C 1.66428 0.11595 0.08147 -0.706
H -2.18803 -0.96533 -0.51062 0.221
H -2.34256 0.58693 0.39044 0.221
H -1.09997 -0.58731 0.82660 0.186
H 1.55394 0.54157 1.08687 0.237
H 2.55811 0.50849 -0.38923 0.249
H 1.73248 -0.97466 0.18443 0.237


What is the stability order? It is *1*, *2*, *3*, from most stable to least stable.


*1*
20
Properties=species:S:1:pos:R:3:mulliken_spin:R:1 method="wB97M-V/def2-TZVPD" multiplicity=2 orbital_gap_ha="0.3526 / 0.1838" total_charge=+1
C 1.64987 1.26722 1.79240 0.000
C 2.51012 2.06432 0.86816 0.000
O 2.68440 1.61734 -0.40370 0.000
O 3.19445 2.97914 1.23045 0.000
H 0.64157 1.07603 1.40716 0.000
H 1.51702 1.84933 2.70948 0.000
H 2.03102 0.31823 2.20024 0.000
C -0.04560 -0.24209 -1.33478 -0.015
C -2.08186 -1.12700 -0.36948 -0.021
N -3.28549 -0.93897 0.08501 0.755
N -1.26332 -0.07601 -0.53422 0.147
N -1.68401 -2.40174 -0.72392 0.139
H 2.35574 0.72405 -0.47446 0.000
H -4.07019 -1.50978 0.38355 -0.013
H -1.69076 0.80656 -0.26310 -0.001
H -0.77096 -2.74181 -0.51937 -0.004
H -2.39609 -2.81738 -1.30636 -0.008
H -0.33196 -0.83467 -2.20665 0.013
H 0.73763 -0.68909 -0.72852 0.007
H 0.29841 0.67633 -1.81188 -0.001


*2*
20
Properties=species:S:1:pos:R:3:mulliken_spin:R:1 method="wB97M-V/def2-TZVPD" multiplicity=2 orbital_gap_ha="0.3296 / 0.1699" total_charge=+1
C -3.23200 -0.29460 2.47412 0.003
C -1.83017 -0.13179 1.65035 -0.001
O -1.73323 -0.68792 0.42608 0.003
O -0.91276 0.06112 2.42652 0.002
H -3.23569 -1.28635 2.98760 0.000
H -4.13204 -0.35273 1.82641 0.000
H -3.33743 0.58968 3.06630 0.000
C 0.24015 0.24362 -2.48254 0.013
C 1.89482 0.25270 -0.73207 0.016
N 0.60489 0.38152 -1.07159 0.565
N 3.04085 0.19650 -1.66502 0.059
N 2.16235 0.32873 0.63295 0.247
H -0.74952 -0.86975 0.15351 -0.001
H 0.17134 1.27909 -2.89767 0.052
H -0.81033 -0.15219 -2.34383 0.020
H 3.21071 -0.59927 -2.18447 0.007
H 3.92353 0.03953 -1.13440 0.001
H 1.33952 0.10854 1.26529 -0.015
H 2.53563 1.33763 0.77357 0.013
H 0.84937 -0.44407 -3.17111 0.018


What is the stability order? It is *1*, *2*, from most stable to least stable.